1.
Here is a structure of composition C15H23IMgN2Si at a distorted geometry from the OMol25 dataset. Energies are from the ωB97M-V functional and the def2-TZVPD basis.

Computed properties:
Energy relative to the best compared isomer or geometry (same formula, charge and spin): 115.28 kJ/mol
E: -1482.190794 Ha
Kohn-Sham gap (spin up / spin down): 4.28 / 5.88 eV
HOMO energy (spin up / spin down): -5.132 / -6.610 eV

```
43
Properties=species:S:1:pos:R:3:forces:R:3:mulliken_charge:R:1
C 3.3598 4.3778 0.6883 -0.250 0.045 0.075 -0.35
C 4.5316 3.4659 0.3241 0.516 0.642 0.537 -0.80
H 3.0621 4.9993 -0.1674 0.105 -0.069 0.207 0.27
H 3.6680 5.0407 1.5113 -0.190 -0.083 -0.300 0.27
H 2.4554 3.8391 1.0117 0.623 0.197 -0.093 -0.19
H 4.2898 2.6713 -0.3660 -0.219 -0.202 -0.278 0.23
H 5.3150 4.0949 -0.1388 -0.167 -0.476 0.192 0.28
H 4.9576 3.0040 1.2325 -0.129 0.137 -0.406 0.25
C -2.7437 1.4444 -1.0536 -0.937 0.211 -0.667 -0.11
C -3.9838 1.3222 -1.7066 0.856 0.979 1.069 -0.67
C -4.2154 0.2215 -2.5239 0.835 -1.009 -0.281 -0.53
C -3.2047 -0.7231 -2.6246 -0.787 0.234 -0.263 -0.64
H -2.5597 2.2610 -0.3448 0.000 -0.235 -0.425 0.34
H -4.7378 2.0975 -1.5785 0.204 -0.234 0.129 0.36
H -5.1512 0.0911 -3.0570 0.089 0.001 0.110 0.43
H -3.3481 -1.6372 -3.1941 -0.173 0.361 0.051 0.24
N -1.7193 0.5988 -1.2629 0.520 0.132 0.565 0.00
C -1.9624 -0.5259 -1.9988 0.222 -0.538 -0.304 0.80
C -0.9112 -1.5089 -2.0935 -0.660 0.931 0.164 0.23
N 0.2562 -1.1976 -1.4563 1.227 0.748 0.938 0.04
C 1.2284 -2.1318 -1.3365 -0.283 -1.054 -0.945 -0.20
C -0.0160 -3.6358 -2.7437 -1.289 0.182 -0.518 -0.56
C 1.1284 -3.3616 -2.0013 1.699 1.176 1.508 -0.69
H 2.0864 -1.8544 -0.6952 -0.450 -0.333 -0.563 0.40
H 1.9666 -4.0618 -1.9073 -0.507 0.208 -0.110 0.37
C -1.0573 -2.7255 -2.7569 0.477 -0.736 -0.217 -0.58
H -1.9999 -2.9157 -3.2621 0.425 -0.268 0.002 0.29
H -0.1048 -4.5618 -3.2923 -0.020 -0.087 0.025 0.43
Mg 0.3809 0.6798 -0.5317 -1.815 -0.718 0.227 0.61
I 0.2294 2.4230 1.4893 -0.157 0.939 -0.862 -0.59
C 1.4353 -0.0885 3.2363 0.226 0.226 0.319 -1.01
Si -0.0501 -0.5181 2.1787 0.059 -1.114 0.200 0.28
C -0.0164 -2.4088 1.9426 0.006 -0.006 -0.085 -1.11
C -1.6863 -0.1449 3.0104 -0.246 0.257 -0.030 -0.98
H 2.3511 -0.4002 2.7220 -0.024 -0.025 0.107 0.29
H 1.3945 -0.5939 4.2113 0.031 0.019 -0.170 0.32
H 1.5006 0.9978 3.3867 0.077 -0.559 0.196 0.33
H -0.1387 -2.9516 2.8924 0.029 0.219 -0.092 0.43
H -0.8155 -2.7359 1.2745 -0.055 0.017 -0.018 0.28
H 0.9207 -2.7401 1.4909 0.036 -0.011 0.039 0.29
H -1.7824 -0.6439 3.9882 0.125 0.117 -0.270 0.33
H -1.8105 0.9360 3.1324 -0.079 -0.242 0.144 0.31
H -2.5026 -0.4993 2.3703 0.051 0.022 0.095 0.29
```
Positions in Å, forces in eV/Å.

=====

2.
Here is a structure of composition C20H43N2OP2Ti at a distorted geometry from the OMol25 dataset. Energies are from the ωB97M-V functional and the def2-TZVPD basis.

Computed properties:
Multiplicity: 3
E: -2504.507814 Ha
Kohn-Sham gap (spin up / spin down): 6.58 / 7.57 eV
Total charge: +1
HOMO energy (spin up / spin down): -9.837 / -10.575 eV
<S²>: 2.014

```
69
Properties=species:S:1:pos:R:3:forces:R:3:mulliken_charge:R:1
Ti 0.1693 -0.0764 0.1007 1.057 0.654 -2.173 -1.68
P 0.1372 -2.1409 -1.1380 -0.174 -0.656 0.104 1.24
P 0.2680 2.2387 0.7583 0.702 0.938 -0.271 0.98
N 1.6197 0.5245 -1.2973 0.202 -0.149 0.565 0.30
C 1.6750 -1.8632 -2.0940 0.471 -0.637 -0.916 -0.93
H 2.3599 -2.6868 -1.8227 -0.189 0.276 -0.295 0.40
H 1.4124 -2.0010 -3.1627 0.234 -0.007 0.572 0.42
C 2.4232 -0.5203 -1.9313 0.549 0.417 0.273 -1.02
H 3.3329 -0.6761 -1.2982 -0.470 -0.033 -0.421 0.33
H 2.8004 -0.1996 -2.9265 -0.231 -0.156 0.402 0.47
C 2.1168 1.9002 -1.3615 0.055 -0.181 0.115 -1.18
H 1.5961 2.4776 -2.1587 0.196 -0.160 0.368 0.24
H 3.1867 1.8816 -1.6329 -0.324 0.120 0.079 0.52
C 1.9485 2.5854 0.0157 0.045 -0.018 0.109 -0.92
H 2.0986 3.6712 -0.0406 0.101 -0.197 -0.045 0.53
H 2.6953 2.1789 0.7257 -0.294 0.112 -0.309 0.44
C 0.4624 2.8257 2.5051 0.262 0.356 -0.277 0.67
C 0.7959 1.6556 3.4340 0.048 0.042 0.294 -1.36
H 1.7444 1.1758 3.1734 -0.107 0.069 -0.028 0.28
H 0.0095 0.8848 3.4380 0.113 0.244 -0.111 0.18
H 0.8834 2.0338 4.4630 0.035 -0.118 -0.227 0.52
C -0.7819 3.4451 -0.1657 0.169 -0.318 0.290 0.77
C -2.2754 3.2856 0.1707 -0.316 0.207 -0.253 -1.47
H -2.8625 3.5464 -0.7223 0.051 0.042 0.343 0.40
H -2.5628 3.9665 0.9817 -0.006 -0.252 -0.221 0.43
H -2.5791 2.2650 0.4492 0.249 0.333 -0.072 0.13
C -1.1793 -2.4941 -2.3877 0.344 0.313 0.062 0.74
C -2.4603 -3.0403 -1.7465 -0.183 -0.100 -0.229 -1.72
H -3.2519 -2.9986 -2.5055 0.106 -0.119 0.173 0.53
H -2.8222 -2.4600 -0.8869 0.267 -0.113 -0.158 0.23
H -2.3380 -4.0871 -1.4468 -0.099 0.207 -0.059 0.33
C 0.4022 -3.6727 -0.1155 0.247 0.301 -0.556 0.44
C -0.6846 -3.8390 0.9501 -0.030 -0.244 0.207 -1.28
H -0.3215 -4.5614 1.6949 -0.199 0.100 -0.107 0.44
H -1.6167 -4.2366 0.5266 0.314 0.121 0.170 0.26
H -0.9321 -2.9083 1.4818 0.130 -0.159 -0.200 0.13
C -1.7528 -0.2049 0.5889 -5.999 -0.778 2.369 0.47
C -0.2560 4.8835 -0.0015 -0.148 0.435 -0.454 -1.75
H 0.5902 5.0052 0.6869 -0.277 -0.155 -0.065 0.44
H 0.0815 5.2709 -0.9695 -0.050 0.015 0.192 0.24
H -1.0616 5.5405 0.3410 0.155 -0.035 -0.027 0.46
C -0.6788 -3.3438 -3.5758 -0.200 -0.088 -0.293 -1.63
H -1.4916 -3.9904 -3.9241 0.113 0.068 0.002 0.41
H -0.4010 -2.7054 -4.4229 -0.012 -0.148 0.182 0.39
H 0.1784 -3.9960 -3.3589 -0.312 0.269 0.031 0.34
C 0.5994 -4.9407 -0.9477 0.055 -0.366 0.330 -1.63
H 0.8283 -5.7723 -0.2682 -0.047 0.056 -0.166 0.48
H -0.3017 -5.2166 -1.5088 0.205 0.103 0.136 0.27
H 1.4416 -4.8584 -1.6444 -0.194 0.030 0.083 0.35
C -0.7353 3.6138 3.0308 -0.045 0.023 0.233 -1.58
H -1.6623 3.0377 2.9299 0.108 0.132 0.095 0.30
H -0.5699 3.8143 4.0967 -0.136 -0.025 -0.164 0.50
H -0.8587 4.5832 2.5374 -0.011 -0.286 0.028 0.31
H 1.3331 3.5010 2.4446 -0.201 -0.154 0.277 0.53
H 1.3564 -3.4438 0.3909 -0.233 -0.076 -0.111 0.45
H -0.6538 3.1279 -1.2147 0.069 0.037 0.357 0.62
H -1.4133 -1.4794 -2.7468 0.055 -0.271 -0.021 0.33
O -2.8431 -0.3380 1.0184 3.742 0.541 -1.650 -0.42
H 0.2860 0.5482 -1.7040 0.641 -0.002 -0.363 0.58
H -0.5874 0.4164 -1.6951 -1.401 0.073 0.355 -0.50
C 1.0364 -2.3008 4.5341 -0.513 -0.007 0.148 -1.04
C 2.2305 -2.0510 3.5973 0.681 -0.729 0.965 -0.68
C 1.8339 -1.4819 2.3542 -1.000 1.213 -1.644 0.53
N 1.4248 -0.9331 1.4165 1.180 -1.213 2.321 -0.17
H 0.5167 -1.3777 4.8060 0.176 -0.003 -0.195 0.28
H 1.3420 -2.7641 5.4738 0.275 0.027 -0.217 0.38
H 0.2977 -2.9669 4.0794 0.161 0.077 -0.063 0.27
H 2.9622 -1.3747 4.0575 -0.104 -0.107 -0.045 0.33
H 2.7565 -2.9885 3.3729 -0.055 0.108 0.175 0.37
```
Positions in Å, forces in eV/Å.

=====

3.
Here is the ion C8H13BrN3O2 with charge +1 at a distorted geometry from the OMol25 dataset. Energies are from the ωB97M-V functional and the def2-TZVPD basis.

Computed properties:
Energy relative to the best compared isomer or geometry (same formula, charge and spin): 449.66 kJ/mol
E: -3200.961566 Ha
Kohn-Sham gap: 8.75 eV
Total charge: +1
HOMO energy: -13.448 eV
SMILES: C/C(N)=C(\C=[N+]=C(Br)C(C)C)[N+](=O)[O-]

```
27
Properties=species:S:1:pos:R:3:forces:R:3:mulliken_charge:R:1
C 1.5683 -0.3319 -1.4885 -0.641 0.470 1.143 -1.10
C 2.8299 0.2215 -0.9018 -0.321 0.358 -2.171 0.71
N 4.0053 -0.0896 -1.3604 0.676 0.425 1.240 -0.34
C 2.6727 1.3217 -0.0036 -2.944 -2.628 -0.778 -0.73
C 1.4352 1.6459 0.6061 0.306 1.773 0.761 0.34
N 0.2055 1.2259 0.5332 0.117 0.115 0.716 -0.11
C -1.0259 1.5236 0.5731 -0.486 0.150 -1.577 0.03
Br -1.5089 2.9837 -0.6387 0.130 -0.381 0.805 -0.06
C -2.1657 0.6085 1.0556 1.232 -1.798 0.867 0.49
C -3.2100 0.2390 -0.0484 -0.233 0.439 -0.780 -1.18
C -1.4031 -0.6731 1.6576 1.721 1.549 -0.449 -1.20
N 3.7644 1.9846 0.5442 -3.177 0.534 1.411 1.08
O 3.4153 2.9126 1.2324 2.429 1.737 0.688 -0.65
O 4.8512 1.5108 0.4217 2.942 -0.091 -0.135 -0.67
H 0.9514 0.5545 -1.7238 -0.227 -0.768 0.383 0.29
H 1.1655 -1.0093 -0.7180 -0.513 0.703 0.109 0.22
H 1.5151 -0.9740 -2.3366 1.179 -0.263 -0.983 0.47
H 4.1346 -0.7000 -2.1814 0.088 0.427 0.999 0.24
H 4.7082 0.4276 -0.7001 -0.039 -1.183 -1.822 0.36
H 1.6683 2.5067 1.3280 -1.025 -1.358 -0.755 0.56
H -2.7951 0.8468 1.9592 1.040 1.273 -1.045 0.27
H -2.8832 -0.5268 -0.8075 0.202 0.868 0.796 0.29
H -3.5946 1.1759 -0.6701 0.470 -2.087 1.776 0.36
H -3.9612 -0.2977 0.5764 -0.114 0.719 -0.965 0.35
H -0.4643 -0.3950 2.2344 -1.329 0.294 -0.324 0.30
H -0.9063 -1.2715 0.8697 -1.141 -0.305 0.277 0.26
H -2.0401 -1.1233 2.3915 -0.341 -0.970 -0.188 0.42
```
Positions in Å, forces in eV/Å.

=====

4.
Here is a structure of composition C3H9NSi at a distorted geometry from the OMol25 dataset. Energies are from the ωB97M-V functional and the def2-TZVPD basis.

Computed properties:
Energy relative to the best compared isomer or geometry (same formula, charge and spin): 485.67 kJ/mol
E: -463.748128 Ha
Kohn-Sham gap: 8.81 eV
HOMO energy: -8.265 eV

```
14
Properties=species:S:1:pos:R:3:forces:R:3:mulliken_charge:R:1
C -1.9694 2.4353 0.2640 2.250 0.414 1.064 -0.58
C -0.6722 2.1105 0.4187 -1.820 1.443 -0.051 -0.96
C -0.4326 -0.3488 0.0578 0.246 0.034 1.623 -0.77
N 0.5736 -1.2648 0.4526 2.288 1.602 -2.894 -0.22
Si 2.0763 -1.5367 -0.5187 -3.821 -0.962 0.614 0.38
H -2.9167 1.9621 0.1437 -0.276 -0.807 -0.292 0.31
H -2.0887 3.5119 0.5445 0.342 -0.654 -0.445 0.23
H 0.5304 -1.7393 1.2904 -0.514 -0.670 2.078 0.23
H -1.3672 -0.6502 0.5094 -0.450 0.399 -0.137 0.34
H -0.1667 0.8224 0.3182 -0.368 -1.006 0.292 1.02
H -0.4605 -0.2395 -0.9836 -0.334 -0.251 -1.674 0.37
H 3.1892 -0.7067 -0.6428 1.501 1.127 0.491 -0.12
H 2.2499 -2.8868 -0.0175 0.863 -0.483 -0.073 -0.11
H 1.4548 -1.4694 -1.8367 0.093 -0.184 -0.596 -0.12
```
Positions in Å, forces in eV/Å.